# 1
{"formula": "C24H25N6O5S", "method": "ωB97M-V with the def2-TZVPD basis set", "charge": -1, "orbital_gap_ha": 0.20413, "homo_ev": -3.92, "spin_multiplicity": 1, "elements": ["O", "O", "O", "O", "N", "N", "O", "S", "C", "C", "C", "C", "C", "C", "C", "C", "C", "C", "C", "C", "C", "C", "C", "C", "C", "C", "C", "N", "N", "N", "N", "C", "C", "C", "C", "C", "H", "H", "H", "H", "H", "H", "H", "H", "H", "H", "H", "H", "H", "H", "H", "H", "H", "H", "H", "H", "H", "H", "H", "H", "H"], "xyz": [[-4.847, -0.836, 2.115], [-1.207, -0.447, 5.949], [-2.705, -4.762, 2.109], [0.797, 0.008, 5.125], [1.048, 1.898, 2.458], [1.577, 2.480, -2.199], [3.706, -1.966, -6.631], [-0.139, 4.263, -2.988], [-3.906, -0.617, 1.365], [-0.389, -0.372, 5.003], [-3.204, -3.658, 2.326], [2.261, 1.612, 2.063], [1.084, 3.035, -3.271], [0.424, 2.430, 1.345], [-0.002, 3.918, -1.286], [3.349, 1.042, 2.845], [4.586, 0.895, 2.242], [4.771, 1.291, 0.830], [0.952, 2.962, -1.063], [3.703, 1.791, 0.102], [1.273, 2.468, 0.266], [3.194, 0.358, -6.829], [2.598, -0.841, -4.827], [2.639, 1.529, -6.296], [2.048, 0.330, -4.291], [3.172, -0.828, -6.098], [2.066, 1.533, -5.018], [2.461, 1.935, 0.731], [1.482, 2.723, -4.564], [-4.502, -3.523, 2.614], [-2.766, -1.307, 1.343], [-3.998, 0.513, 0.368], [-5.447, -4.627, 2.756], [-0.867, -0.780, 3.599], [-1.976, -1.849, 3.635], [-2.317, -2.397, 2.238], [3.628, -2.693, -5.994], [-0.609, 2.760, 1.350], [-0.578, 4.401, -0.506], [3.153, 0.749, 3.875], [5.409, 0.475, 2.811], [5.742, 1.175, 0.359], [3.814, 2.068, -0.942], [3.642, 0.361, -7.817], [2.568, -1.754, -4.242], [2.659, 2.440, -6.884], [1.593, 0.280, -3.308], [1.228, 3.407, -5.266], [-4.840, -2.572, 2.738], [-2.072, -0.976, 0.695], [-3.826, 0.127, -0.634], [-3.249, 1.263, 0.615], [-4.993, 0.952, 0.429], [-5.656, -5.057, 1.776], [-5.014, -5.398, 3.396], [-6.373, -4.266, 3.204], [-0.023, -1.178, 3.030], [-1.239, 0.106, 3.078], [-2.877, -1.430, 4.086], [-1.635, -2.681, 4.252], [-1.373, -2.764, 1.833]], "atomic_forces_ev_per_a": [[-0.2601, -0.1618, 0.3844], [-0.6399, -0.2154, -0.4776], [0.1125, 0.2279, 0.1828], [0.3340, -0.1403, -0.7178], [-1.1738, 0.7075, -0.8077], [-0.3155, 0.0877, -0.4871], [0.1733, -0.2744, -0.1519], [0.1868, -0.6782, 0.4678], [-0.5203, 0.4284, 0.0981], [0.5506, 0.3331, 1.2961], [0.2134, -0.6937, -0.8288], [0.9129, -0.5369, 0.8801], [0.5426, -0.2090, 0.0056], [0.6266, -0.4741, 0.9232], [0.3533, -0.1594, 0.1634], [0.6291, 0.2288, -1.1977], [-1.2436, 0.5403, -0.7612], [-1.5713, 0.1168, 0.7340], [-0.1575, 0.4453, -0.4013], [1.1025, -0.6351, 1.1924], [-0.4086, -0.0875, 0.1065], [-0.1921, 0.1338, 0.1924], [-0.1516, 0.9538, -0.1600], [0.1961, -0.7114, 0.1748], [0.0633, -0.1297, -0.1728], [-0.2883, 0.1617, 0.5809], [0.2163, -0.7441, -0.2242], [1.1740, 0.0214, -1.0647], [-0.5218, 0.8054, 0.5526], [-0.7600, 0.6946, 0.5388], [0.5081, -0.8689, -0.2465], [0.0035, -0.0280, 0.0161], [0.7835, 0.1564, -0.1232], [-0.5343, -0.6151, -0.1938], [-0.0121, 0.3368, -0.0433], [0.0938, 0.3246, 0.7050], [-0.0023, 0.3829, -0.2382], [0.1706, -0.1468, 0.1485], [0.0841, 0.1733, -0.3980], [-0.2051, 0.1005, -0.2689], [-0.0400, 0.0785, -0.1793], [-0.2125, 0.0520, -0.0096], [-0.4025, 0.0179, 0.2419], [-0.0522, 0.0124, 0.0858], [0.0037, 0.0128, -0.0311], [0.0192, -0.0145, 0.0316], [0.1253, 0.1666, -0.1443], [0.1087, -0.3316, 0.1466], [0.0330, -0.0553, -0.0758], [0.0543, -0.0398, 0.0321], [0.0837, 0.1336, -0.1539], [0.0682, 0.1194, -0.1404], [0.1201, -0.0475, 0.0065], [-0.0959, -0.1596, 0.0362], [-0.0771, -0.0231, -0.0878], [0.1487, 0.0900, -0.0698], [0.1517, 0.1604, -0.0121], [0.1309, 0.1175, 0.0254], [0.0708, -0.0763, 0.1610], [-0.1286, -0.0425, 0.0627], [-0.1826, -0.0222, -0.3046]]}

=====

# 2
{"formula": "C24H25NO6", "method": "ωB97M-V with the def2-TZVPD basis set", "smiles": "O=C(NC1CC1)C1=C[C@@H](c2ccc3c(c2)OCO3)C[C@@H](OCc2ccc(CO)cc2)O1", "orbital_gap_ha": 0.31835, "homo_ev": -8.05, "spin_multiplicity": 1, "elements": ["O", "C", "N", "C", "C", "C", "C", "C", "C", "C", "C", "C", "C", "C", "C", "O", "C", "O", "C", "C", "O", "C", "C", "C", "C", "C", "C", "O", "C", "C", "O", "H", "H", "H", "H", "H", "H", "H", "H", "H", "H", "H", "H", "H", "H", "H", "H", "H", "H", "H", "H", "H", "H", "H", "H", "H"], "xyz": [[-2.222, -0.386, 1.604], [-2.116, 0.577, 0.858], [-3.117, 1.163, 0.178], [-4.527, 0.918, 0.250], [-5.131, -0.454, 0.253], [-5.176, 0.388, 1.493], [-0.806, 1.272, 0.664], [0.233, 1.028, 1.459], [1.516, 1.807, 1.415], [2.680, 0.861, 1.174], [3.000, -0.024, 2.198], [4.029, -0.953, 2.089], [4.737, -0.963, 0.912], [4.428, -0.076, -0.117], [3.412, 0.843, -0.014], [5.281, -0.289, -1.171], [6.132, -1.340, -0.771], [5.790, -1.755, 0.533], [1.365, 3.000, 0.459], [0.458, 2.691, -0.737], [1.131, 1.818, -1.592], [0.345, 1.165, -2.578], [-0.291, -0.087, -2.029], [-1.618, -0.409, -2.271], [-2.183, -1.524, -1.680], [-1.441, -2.323, -0.819], [-2.107, -3.443, -0.062], [-3.109, -2.964, 0.804], [-0.106, -2.012, -0.599], [0.467, -0.913, -1.208], [-0.807, 2.222, -0.335], [-2.834, 1.926, -0.419], [-5.060, 1.688, -0.297], [-6.042, -0.593, -0.311], [-4.479, -1.311, 0.264], [-6.112, 0.828, 1.803], [-4.529, 0.098, 2.304], [0.132, 0.247, 2.194], [1.668, 2.219, 2.422], [2.434, 0.007, 3.116], [4.265, -1.634, 2.889], [3.186, 1.497, -0.837], [6.024, -2.188, -1.468], [7.178, -0.993, -0.785], [0.900, 3.826, 1.002], [2.333, 3.333, 0.088], [0.215, 3.625, -1.283], [1.054, 0.912, -3.374], [-0.413, 1.850, -2.980], [-2.216, 0.220, -2.916], [-3.220, -1.765, -1.862], [-1.351, -4.009, 0.503], [-2.611, -4.130, -0.751], [-2.753, -2.201, 1.295], [0.487, -2.625, 0.064], [1.501, -0.664, -1.022]], "atomic_forces_ev_per_a": [[-0.1114, -0.1752, 0.2604], [-0.1134, 0.3216, -0.3454], [0.1452, 0.2835, -0.0885], [-0.1663, -0.1857, 0.1368], [-0.0333, -0.0565, -0.1559], [-0.0918, 0.1661, 0.1456], [0.5376, -0.0235, 0.4538], [-0.3639, 0.2666, -0.1772], [-0.0706, 0.0973, -0.0674], [0.0630, 0.0010, 0.1911], [-0.0474, 0.1104, -0.1119], [0.2811, -0.1784, -0.2043], [-0.2380, 0.4124, -0.3813], [0.0675, -0.3091, 0.5173], [0.3462, -0.1402, -0.1287], [-0.3906, 0.3440, 0.0539], [0.9423, -0.5124, -0.7092], [-0.2609, 0.0027, 0.4454], [-0.2407, -0.2851, -0.1712], [0.2982, 0.9904, -0.1057], [0.0208, -0.1097, 0.2248], [-0.0387, -0.0608, -0.2276], [0.0907, 0.0341, -0.0139], [0.1273, -0.0399, -0.0740], [0.0328, -0.1238, -0.0404], [-0.0114, -0.0998, 0.0438], [0.1630, -0.2000, -0.0876], [-0.1960, 0.1058, 0.3231], [-0.0498, -0.0808, -0.1162], [0.0005, 0.0229, -0.2066], [-0.1438, -0.2508, 0.1894], [-0.0070, -0.1067, 0.0859], [0.0041, -0.0851, 0.0735], [-0.0895, 0.0512, -0.0394], [0.1035, -0.0299, 0.0072], [-0.0829, 0.0589, -0.0547], [0.0891, -0.0522, 0.0082], [-0.1331, -0.1235, 0.0539], [-0.0328, -0.0361, -0.1322], [-0.0921, 0.0242, 0.1251], [0.0356, -0.0929, 0.1224], [-0.0140, 0.0872, -0.0815], [-0.0584, 0.1963, 0.1848], [-0.2687, -0.0222, 0.0584], [0.0419, 0.0039, -0.0496], [0.0145, 0.1037, -0.0121], [0.0749, -0.3261, 0.1413], [-0.1365, 0.0911, 0.0416], [0.0543, -0.0887, -0.0248], [-0.0786, 0.0986, -0.0456], [-0.1386, -0.0106, 0.0096], [-0.0490, 0.0187, -0.1714], [0.1237, 0.0279, 0.0688], [-0.0441, -0.0523, -0.1250], [0.0444, -0.0776, 0.1080], [0.0913, 0.0149, 0.0752]]}

=====

# 3
{"formula": "C24H26AsCrN6S3", "method": "ωB97M-V with the def2-TZVPD basis set", "charge": 2, "s2": 3.849, "orbital_gap_ha": [0.24181, 0.28516], "homo_ev": [-13.51, -13.67], "spin_multiplicity": 4, "elements": ["Cr", "S", "C", "C", "C", "C", "C", "C", "As", "C", "C", "C", "C", "C", "C", "C", "C", "C", "C", "C", "C", "H", "H", "H", "H", "H", "H", "H", "H", "H", "H", "H", "H", "H", "H", "C", "C", "N", "N", "C", "S", "N", "N", "H", "H", "H", "H", "H", "H", "S", "C", "N", "C", "C", "N", "H", "H", "H", "H", "H", "H"], "xyz": [[-0.341, 0.567, -0.838], [1.831, 1.110, -0.311], [2.115, 0.877, 1.433], [3.382, 1.179, 1.929], [3.660, 0.997, 3.274], [2.694, 0.501, 4.142], [1.434, 0.187, 3.661], [1.156, 0.372, 2.310], [-0.544, 0.013, 1.546], [-0.227, -1.561, 0.406], [1.048, -2.140, 0.300], [1.217, -3.316, -0.405], [0.129, -3.919, -1.033], [-1.136, -3.360, -0.939], [-1.317, -2.193, -0.209], [-1.718, -0.594, 2.923], [-2.253, 0.365, 3.779], [-3.049, -0.041, 4.839], [-3.312, -1.390, 5.031], [-2.778, -2.340, 4.171], [-1.976, -1.947, 3.109], [4.141, 1.567, 1.262], [4.644, 1.247, 3.648], [2.923, 0.358, 5.189], [0.677, -0.202, 4.330], [1.890, -1.683, 0.805], [2.193, -3.781, -0.450], [0.266, -4.844, -1.579], [-1.985, -3.844, -1.403], [-2.322, -1.813, -0.068], [-2.053, 1.420, 3.635], [-3.465, 0.698, 5.511], [-3.936, -1.704, 5.857], [-2.981, -3.391, 4.328], [-1.550, -2.698, 2.457], [-1.608, 5.442, -2.211], [-2.400, 4.192, -2.161], [-3.627, 4.034, -2.534], [-3.908, 2.713, -2.298], [-2.889, 2.041, -1.783], [-2.746, 0.413, -1.313], [-1.915, 2.977, -1.691], [-0.648, 2.651, -1.192], [-2.232, 6.229, -2.626], [-0.728, 5.327, -2.847], [-1.284, 5.745, -1.214], [-4.826, 2.353, -2.510], [0.065, 2.881, -1.886], [-0.454, 3.185, -0.345], [0.191, 0.505, -3.189], [1.545, -0.502, -3.524], [2.469, -0.899, -2.668], [3.510, -1.712, -3.308], [3.009, -1.804, -4.769], [1.799, -0.971, -4.736], [2.483, -0.572, -1.711], [3.580, -2.688, -2.831], [4.474, -1.213, -3.238], [2.760, -2.823, -5.058], [3.729, -1.401, -5.476], [1.193, -0.803, -5.521]], "atomic_forces_ev_per_a": [[-0.4254, 0.0217, -0.2854], [0.0536, 0.2120, 0.3765], [0.1933, 0.0332, 0.0053], [-0.0160, -0.0067, -0.0142], [-0.0048, -0.0054, 0.0124], [0.0140, -0.0003, 0.0059], [0.0849, 0.0188, -0.0247], [-0.0293, 0.0090, 0.0276], [0.1476, -0.2462, -0.1347], [0.1374, 0.0406, 0.0498], [-0.0499, -0.0348, 0.0014], [0.0236, 0.0156, -0.0184], [0.0070, -0.0209, -0.0162], [0.0150, 0.0377, 0.0291], [-0.0540, -0.0284, -0.0492], [-0.1296, 0.1213, 0.0090], [-0.0736, -0.0420, 0.0416], [0.0099, 0.0199, -0.0270], [-0.0156, -0.0075, 0.0202], [0.0146, 0.0093, -0.0395], [-0.0148, -0.0028, 0.1207], [0.0020, -0.0016, 0.0059], [-0.0067, -0.0035, 0.0047], [0.0053, 0.0085, -0.0043], [-0.0268, -0.0043, -0.0219], [-0.0026, -0.0014, -0.0059], [-0.0095, 0.0045, -0.0056], [0.0074, 0.0078, 0.0054], [0.0006, 0.0065, 0.0006], [-0.0041, 0.0037, 0.0137], [0.0198, 0.0047, -0.0225], [-0.0024, -0.0107, 0.0033], [0.0042, 0.0024, -0.0023], [-0.0036, 0.0070, 0.0043], [0.0210, 0.0058, -0.0234], [-0.0210, 0.0027, -0.0086], [-0.0474, 0.0471, -0.0318], [0.0705, -0.1202, 0.0517], [-0.0879, 0.1010, -0.0281], [-0.0249, -0.1574, 0.0728], [0.0378, 0.2221, -0.1301], [0.1387, -0.0670, 0.0591], [0.0123, 0.1303, 0.0496], [-0.0022, -0.0025, 0.0013], [-0.0020, -0.0097, -0.0015], [-0.0019, -0.0047, 0.0018], [0.0032, -0.0067, -0.0096], [0.0274, 0.0272, 0.0255], [0.0024, -0.0096, 0.0154], [-0.1523, -0.2610, -0.0305], [0.1908, 0.0633, 0.1404], [-0.0013, -0.2583, -0.1672], [-0.0739, 0.0566, -0.0736], [0.0003, 0.0441, 0.0190], [-0.0448, 0.0092, -0.0364], [0.0612, 0.0756, 0.0639], [0.0039, -0.0060, -0.0070], [0.0099, -0.0033, 0.0192], [-0.0070, -0.0073, -0.0096], [0.0067, -0.0123, -0.0150], [0.0084, -0.0268, -0.0128]]}

=====

# 4
{"formula": "C24H26BClMoN6O6S2", "method": "ωB97M-V with the def2-TZVPD basis set", "s2": 2.012, "orbital_gap_ha": [0.28073, 0.24062], "homo_ev": [-7.69, -7.97], "spin_multiplicity": 3, "elements": ["Mo", "O", "C", "C", "C", "C", "C", "C", "C", "N", "C", "C", "N", "C", "C", "C", "C", "C", "C", "C", "O", "H", "H", "H", "H", "H", "H", "H", "H", "H", "H", "H", "H", "H", "H", "C", "N", "C", "C", "N", "B", "N", "C", "C", "N", "C", "C", "S", "C", "S", "H", "H", "H", "H", "H", "H", "H", "H", "H", "H", "H", "H", "O", "Cl", "O", "O", "O"], "xyz": [[0.308, 0.154, -0.025], [-0.904, 1.749, -0.057], [-1.409, 2.486, -1.019], [-1.793, 3.808, -0.733], [-2.320, 4.620, -1.710], [-2.508, 4.149, -3.014], [-2.160, 2.852, -3.301], [-1.603, 2.007, -2.326], [-1.338, 0.642, -2.710], [-0.750, -0.285, -2.051], [-0.716, -1.591, -2.719], [0.712, -2.011, -3.036], [1.370, -2.118, -1.764], [2.623, -2.091, -1.624], [3.220, -2.093, -0.288], [4.576, -2.389, -0.151], [5.184, -2.446, 1.089], [4.418, -2.194, 2.222], [3.077, -1.873, 2.114], [2.451, -1.798, 0.864], [1.163, -1.473, 0.799], [-1.644, 4.174, 0.273], [-2.593, 5.638, -1.463], [-2.926, 4.791, -3.777], [-2.314, 2.458, -4.299], [-1.725, 0.384, -3.699], [-1.324, -1.561, -3.627], [-1.150, -2.319, -2.032], [1.194, -1.285, -3.703], [0.686, -2.979, -3.549], [3.317, -2.041, -2.476], [5.153, -2.590, -1.047], [6.236, -2.684, 1.176], [4.874, -2.239, 3.204], [2.480, -1.672, 2.994], [-0.482, 3.341, 2.880], [-1.455, 2.301, 3.174], [-2.812, 2.463, 3.258], [-3.333, 1.244, 3.543], [-2.307, 0.339, 3.611], [-2.560, -1.169, 4.000], [-1.650, -2.157, 3.209], [-1.080, -3.247, 3.827], [-0.561, -4.051, 2.873], [-0.814, -3.442, 1.666], [-0.476, -3.985, 0.364], [-1.464, -2.281, 1.886], [-1.959, -1.172, 0.662], [-1.173, 0.999, 3.378], [0.436, 0.345, 3.211], [-0.894, 4.295, 3.200], [-0.254, 3.350, 1.818], [0.435, 3.134, 3.428], [-3.281, 3.419, 3.107], [-4.351, 0.936, 3.693], [-2.301, -1.317, 5.169], [-3.720, -1.378, 3.748], [-1.105, -3.355, 4.896], [-0.033, -4.985, 2.938], [0.128, -4.876, 0.517], [0.094, -3.254, -0.205], [-1.388, -4.253, -0.171], [1.640, 3.804, 0.217], [2.668, 2.997, 0.880], [2.907, 3.315, 2.290], [1.577, 0.710, -0.942], [0.770, 0.956, 1.752]], "atomic_forces_ev_per_a": [[0.1954, 0.0972, -0.1275], [-0.0393, 0.0331, 0.0412], [-0.0202, -0.0217, -0.0224], [0.0182, -0.0194, 0.0234], [-0.0045, -0.0151, -0.0406], [-0.0011, 0.0223, 0.0332], [-0.0012, -0.0205, -0.0078], [0.0128, 0.0337, -0.0040], [-0.0297, -0.0186, -0.0190], [0.0762, 0.0448, 0.0691], [0.0204, -0.0242, -0.0114], [-0.0359, 0.0366, -0.0129], [0.0078, -0.1551, -0.0521], [0.0157, 0.0801, 0.0021], [0.0010, -0.0114, 0.0491], [-0.0040, -0.0042, -0.0036], [0.0048, -0.0029, 0.0153], [-0.0036, 0.0008, -0.0082], [0.0035, -0.0077, 0.0092], [0.0103, 0.0097, -0.0652], [-0.0393, 0.0291, 0.0022], [-0.0025, 0.0015, 0.0031], [-0.0024, -0.0006, 0.0000], [0.0022, -0.0003, -0.0018], [0.0013, -0.0054, 0.0024], [-0.0114, 0.0074, 0.0044], [-0.0089, 0.0110, 0.0103], [0.0020, 0.0026, 0.0038], [0.0158, -0.0115, -0.0050], [-0.0034, -0.0062, 0.0149], [-0.0106, 0.0138, 0.0052], [-0.0034, -0.0004, -0.0008], [-0.0010, 0.0014, -0.0031], [0.0015, -0.0017, -0.0013], [-0.0064, 0.0015, -0.0018], [0.0120, -0.0030, 0.0199], [-0.0013, -0.0182, 0.0081], [0.0230, 0.0125, -0.0099], [-0.0156, -0.0183, 0.0271], [0.0231, -0.0135, -0.0128], [0.0003, 0.0261, 0.0052], [-0.0247, 0.0079, -0.0059], [-0.0036, -0.0018, 0.0133], [0.0155, 0.0092, -0.0168], [-0.0148, -0.0081, 0.0128], [-0.0044, -0.0032, 0.0124], [0.0345, -0.0340, 0.0092], [0.0364, 0.0562, -0.0370], [-0.0256, 0.0131, -0.0226], [-0.0104, 0.0028, 0.0373], [-0.0036, 0.0019, -0.0072], [-0.0167, -0.0013, -0.0085], [-0.0056, 0.0111, 0.0097], [-0.0003, -0.0029, -0.0056], [0.0028, -0.0019, -0.0038], [-0.0046, -0.0043, -0.0017], [0.0015, -0.0022, 0.0069], [-0.0013, 0.0008, -0.0015], [-0.0007, 0.0011, 0.0026], [-0.0050, -0.0047, 0.0024], [0.0019, 0.0028, -0.0047], [0.0024, 0.0007, -0.0022], [0.0003, 0.0072, -0.0047], [-0.0093, -0.0158, -0.0212], [0.0205, 0.0065, 0.0260], [-0.1880, -0.0953, 0.1273], [0.0009, -0.0312, -0.0544]]}

=====

| no. | electronic energy (a.u.) |
| --- | --- |
| 1 | -2032.598052 |
| 2 | -1435.699617 |
| 3 | -5733.048799 |
| 4 | -3059.719505 |